(1)
Here is a structure of composition C2H6ClO4P at a distorted geometry from the Open Molecules 2025 dataset. Energies are from ωB97M-V/def2-TZVPD.

```
! RIJCOSX wB97M-V def2-TZVPD def2/J DEFGRID3
* xyz 0 1
C 0.78176 -2.29397 -0.22634
C 0.28941 2.32705 -0.28901
O -0.67095 -0.71661 1.98061
O 0.78522 -0.85761 -0.18092
O -0.08117 1.36233 0.72392
O -1.62431 -0.35041 -0.34989
P -0.40257 -0.17192 0.67068
Cl -2.79953 0.85093 -0.08667
H 1.81536 -2.80782 0.06610
H 0.72227 -2.52823 -1.30673
H 0.01023 -2.59966 0.53517
H -0.53907 3.08841 -0.33423
H 0.43997 1.95817 -1.33156
H 1.27337 2.73935 0.12887
*
```

Calculated values
Relative energy (zero: lowest compared OMol25 entry of this formula, charge and spin)   29.85 kJ/mol
Frontier orbital gap   10.3 eV
HOMO level   -10.801 eV


(2)
Here is a cluster of 2 separate species, C2H6ClO4PSi in total at a distorted geometry from the Open Molecules 2025 dataset. Energies are from ωB97M-V/def2-TZVPD.

```
! RIJCOSX wB97M-V def2-TZVPD def2/J DEFGRID3
* xyz -2 1
C 1.10079 2.41469 -0.47814
C -0.00229 -0.47076 -1.28512
O -2.36632 0.18931 2.49948
O -1.07817 2.47949 2.66636
O -1.67531 1.57787 0.22137
O 0.02531 0.40728 1.45640
Si -0.21402 1.02820 -0.10994
P -1.32740 1.13680 2.03295
Cl 1.03247 -14.21113 -1.28380
H 0.85746 3.43441 -0.20785
H 1.78981 2.09390 0.28285
H 1.53258 2.29147 -1.45111
H 0.54031 -1.30424 -0.72776
H -0.80210 -1.10035 -1.57888
H 0.58690 0.03305 -2.03681
*
```

Calculated values
Relative energy (zero: lowest compared OMol25 entry of this formula, charge and spin)   0.00 kJ/mol
Frontier orbital gap   6.9 eV
HOMO level   -2.434 eV


(3)
Here is a structure of composition C2H6CsO from the Open Molecules 2025 dataset. Energies are from ωB97M-V/def2-TZVPD.

```
! RIJCOSX wB97M-V def2-TZVPD def2/J DEFGRID3
* xyz 1 1
Cs -0.51967 -1.41518 3.47694
C 0.81965 -0.23892 -0.01175
C -0.47618 0.03580 -0.74325
O -1.11769 1.20258 -0.25450
H 1.27131 -1.18494 -0.31569
H 0.65094 -0.25206 1.06924
H 1.54593 0.55377 -0.19770
H -1.19878 -0.76513 -0.57575
H -0.29105 0.08793 -1.81804
H -0.68446 1.97613 -0.62950
*
```

Calculated values
Relative energy (zero: lowest compared OMol25 entry of this formula, charge and spin)   47.16 kJ/mol
Frontier orbital gap   9.7 eV
HOMO level   -13.613 eV


(4)
Here is a cluster of 2 separate species, C2H6F2N2 in total at a distorted geometry from the Open Molecules 2025 dataset. Energies are from ωB97M-V/def2-TZVPD.

```
! RIJCOSX wB97M-V def2-TZVPD def2/J DEFGRID3
* xyz 0 3
C -0.87248 -0.34801 0.83410
C -0.54422 0.17988 -0.52537
N -0.58720 1.47294 -0.69075
N 1.82194 -1.03840 -0.75553
F -0.83250 2.35335 0.39748
F 2.40685 -0.67916 0.42474
H -0.09147 -0.11232 1.48915
H -1.05807 -1.46897 0.83708
H -1.80298 -0.02018 1.16534
H 0.36712 -0.26729 -1.08028
H -0.14506 1.91424 -1.50728
H 1.33807 -1.98608 -0.58868
*
```

Calculated values
Frontier orbital gap (alpha / beta)   7.2 / 9.4 eV
HOMO level (alpha / beta)   -6.255 / -10.567 eV
⟨S²⟩   2.014


(5)
Here is the molecule C2H6FN at a distorted geometry from the Open Molecules 2025 dataset. Energies are from ωB97M-V/def2-TZVPD.

```
! RIJCOSX wB97M-V def2-TZVPD def2/J DEFGRID3
* xyz 0 1
C -1.00421 0.78879 -0.07642
C 0.36621 0.06154 0.41189
N 0.53141 -1.33063 -0.02596
F 1.35862 0.81678 -0.18623
H -1.76555 0.14540 0.33236
H -0.89594 0.53191 -1.08172
H -0.94172 1.83891 0.01966
H 0.39603 -0.00361 1.55141
H 1.53664 -1.38776 0.08113
H 0.41851 -1.46133 -1.02614
*
```

Calculated values
Relative energy (zero: lowest compared OMol25 entry of this formula, charge and spin)   29.58 kJ/mol
Frontier orbital gap   11.6 eV
HOMO level   -10.426 eV


(6)
Here is a cluster of 2 separate species, C2H6FN in total at a distorted geometry from the Open Molecules 2025 dataset. Energies are from ωB97M-V/def2-TZVPD.

```
! RIJCOSX wB97M-V def2-TZVPD def2/J DEFGRID3
* xyz 0 1
C 1.04151 -0.04765 -0.28559
C -0.15065 -0.26245 0.65771
N -1.19545 0.58228 0.42197
F -2.12315 -0.43249 -1.21893
H 2.11475 -0.55384 -0.17340
H 0.52501 -0.40180 -1.18148
H 1.14601 1.09964 -0.37734
H -0.59506 -1.22223 0.64423
H 0.15032 -0.11802 1.70715
H -0.91329 1.35657 -0.19432
*
```

Calculated values
Relative energy (zero: lowest compared OMol25 entry of this formula, charge and spin)   434.74 kJ/mol
Frontier orbital gap (alpha / beta)   8.6 / 9.7 eV
HOMO level (alpha / beta)   -10.835 / -11.301 eV


(7)
Here is the molecule C2H6FN3 at a distorted geometry from the Open Molecules 2025 dataset. Energies are from ωB97M-V/def2-TZVPD.

```
! RIJCOSX wB97M-V def2-TZVPD def2/J DEFGRID3
* xyz 0 1
H -1.18538 -2.01856 0.48797
N -0.34024 -1.96482 -0.06239
C -0.14364 -0.72162 -0.06624
C -1.03986 0.28038 0.43710
F -1.89441 -0.46700 1.39518
N 0.68553 -0.06190 -0.94574
N 1.56015 1.08392 -0.57479
H -0.27950 0.93896 1.07501
H -1.49345 0.99031 -0.24576
H 1.36386 -0.67929 -1.55820
H 2.08467 0.88110 0.43931
H 0.68227 1.73852 -0.38144
*
```

Calculated values
Relative energy (zero: lowest compared OMol25 entry of this formula, charge and spin)   215.26 kJ/mol
Frontier orbital gap   10.5 eV
HOMO level   -9.819 eV


(8)
Here is the molecule C2H6FN3 at a distorted geometry from the Open Molecules 2025 dataset. Energies are from ωB97M-V/def2-TZVPD.

```
! RIJCOSX wB97M-V def2-TZVPD def2/J DEFGRID3
* xyz 0 1
H -0.59450 -0.22619 2.09548
N 0.18253 -0.52151 1.32993
C -0.21384 -0.06262 0.27843
C -1.51563 0.46387 0.01698
F -2.40540 -0.10964 0.89210
N 0.73927 0.27618 -0.78637
N 2.08394 -0.59688 -0.87411
H -2.14470 0.36147 -0.95218
H -1.44114 1.66245 0.31338
H 0.27127 -0.04515 -1.62541
H 2.78950 0.16059 -0.61289
H 2.24871 -1.36257 -0.07535
*
```

Calculated values
Relative energy (zero: lowest compared OMol25 entry of this formula, charge and spin)   206.24 kJ/mol
Frontier orbital gap   10.6 eV
HOMO level   -9.861 eV


(9)
Here is a structure of composition C2H6FN3 at a distorted geometry from the Open Molecules 2025 dataset. Energies are from ωB97M-V/def2-TZVPD.

```
! RIJCOSX wB97M-V def2-TZVPD def2/J DEFGRID3
* xyz 0 1
C 0.00614 -0.00291 -0.44913
C -1.49991 -0.73231 -0.14763
H 2.00522 0.52207 1.32896
H 2.18136 1.96367 0.18065
H -0.61245 1.30507 1.02385
H 0.40772 -1.51658 -1.59283
H -2.55471 0.00354 0.49167
H -1.24055 -2.00532 0.43090
N 1.64134 1.35641 0.99099
N 0.35212 0.92291 0.49962
N 0.92435 -0.86746 -1.02509
F -1.61063 -0.94907 -1.73195
*
```

Calculated values
Relative energy (zero: lowest compared OMol25 entry of this formula, charge and spin)   556.65 kJ/mol
Frontier orbital gap   9.0 eV
HOMO level   -8.886 eV


(10)
Here is the molecule C2H6FN3 at a distorted geometry from the Open Molecules 2025 dataset. Energies are from ωB97M-V/def2-TZVPD.

```
! RIJCOSX wB97M-V def2-TZVPD def2/J DEFGRID3
* xyz 0 1
H -1.68619 0.86974 -1.65229
N -1.85889 0.41195 -0.74802
C -0.75746 0.15912 -0.15245
C -0.73247 -0.37087 1.22759
F -0.01275 -1.60776 1.18980
N 0.49828 0.51111 -0.70309
N 1.72193 0.04646 -0.12709
H -1.73858 -0.56479 1.47446
H -0.34015 0.31894 1.99799
H 0.48988 0.58441 -1.75393
H 2.47578 0.58657 -0.46751
H 1.94063 -0.94489 -0.28546
*
```

Calculated values
Relative energy (zero: lowest compared OMol25 entry of this formula, charge and spin)   49.31 kJ/mol
Frontier orbital gap   10.0 eV
HOMO level   -9.076 eV


no.,total energy (Eh)
1,-1182.31809
2,-1472.11192
3,-174.96159
4,-388.73633
5,-234.40007
6,-234.24575
7,-343.82118
8,-343.82461
9,-343.69115
10,-343.88439